1.
{"formula": "H4N4O2", "method": "ωB97M-V with the def2-TZVPD basis set", "elements": ["N", "H", "H", "H", "N", "O", "N", "O", "H", "N"], "coordinates": [[-2.077, -0.064, -0.020], [1.845, -0.931, -0.090], [-2.793, 0.405, 0.477], [-1.708, -1.063, 0.061], [-0.901, 0.665, 0.031], [2.366, -0.128, 0.005], [0.177, 0.044, 0.067], [0.318, -1.230, -0.135], [1.347, 1.463, -0.590], [1.426, 0.839, 0.195]], "atomic_forces_ev_per_a": [[4.458, -1.990, -1.351], [-0.512, -1.286, -0.301], [-0.523, -0.087, 0.639], [-1.951, 1.161, 0.336], [-0.348, 1.210, 1.059], [2.748, 1.471, -0.128], [-1.580, -0.835, -1.172], [-0.847, 1.160, 0.713], [0.393, 0.165, -0.801], [-1.837, -0.969, 1.005]], "mulliken_charge": [-0.37, 0.39, 0.26, 0.31, -0.44, -0.42, 1.06, -0.81, 0.29, -0.27], "homo_energy_ev": -9.15, "charge": 0}

---

2.
{"formula": "H4NO2PS", "method": "ωB97M-V with the def2-TZVPD basis set", "elements": ["P", "S", "O", "H", "H", "H", "H", "N", "O"], "coordinates": [[-0.033, 0.002, 0.026], [1.825, -0.199, 0.920], [-0.029, -0.821, -1.365], [-0.619, 1.083, -1.669], [-1.091, 0.052, 1.868], [0.083, -1.795, -1.272], [2.578, -0.039, -0.244], [-1.115, -0.432, 0.988], [-0.209, 1.449, -0.809]], "atomic_forces_ev_per_a": [[-0.099, 1.432, -2.299], [0.807, 0.373, -1.362], [0.371, -1.511, 0.527], [0.859, 1.272, 1.647], [-0.271, -0.075, 0.452], [-0.230, 0.955, 0.049], [-0.601, 0.024, 1.031], [-0.606, -0.206, 0.457], [-0.229, -2.263, -0.502]], "mulliken_charge": [0.85, -0.27, -0.57, 0.38, 0.25, 0.33, 0.18, -0.62, -0.53], "homo_energy_ev": -9.56, "charge": 0}

---

3.
{"formula": "H4NO2PS", "method": "ωB97M-V with the def2-TZVPD basis set", "elements": ["N", "S", "P", "H", "O", "H", "O", "H", "H"], "coordinates": [[-1.953, 0.659, 1.707], [1.302, 0.216, 1.438], [-0.644, -0.015, 1.203], [1.817, -0.741, -2.738], [-1.125, -1.063, 0.072], [-1.736, 1.486, 2.206], [1.802, -0.034, -2.024], [-2.042, -0.969, 0.142], [2.579, 0.462, -2.005]], "atomic_forces_ev_per_a": [[0.837, -1.127, -0.883], [-2.411, -0.395, -0.144], [1.466, 0.380, -0.642], [0.445, 1.673, 1.402], [3.040, 0.248, 1.021], [0.018, 0.966, 0.998], [-2.548, -2.558, -1.091], [-2.922, -0.073, -0.304], [2.076, 0.887, -0.358]], "mulliken_charge": [-0.66, -0.29, 0.76, 0.31, -0.46, 0.26, -0.59, 0.37, 0.29], "homo_energy_ev": -9.64, "charge": 0}

---

4.
{"formula": "H4NO2PS", "method": "ωB97M-V with the def2-TZVPD basis set", "elements": ["H", "S", "O", "O", "H", "P", "H", "H", "N"], "coordinates": [[4.384, -0.542, 1.473], [-1.958, 1.211, 0.175], [1.664, 0.362, 0.789], [2.730, 0.055, -1.467], [-2.057, 1.253, 1.558], [2.913, 0.026, 0.111], [-0.684, 0.845, 0.149], [3.530, 0.082, -1.919], [4.335, -0.538, 0.490]], "atomic_forces_ev_per_a": [[0.471, -0.125, 1.729], [-0.627, 0.183, 0.964], [0.449, 0.036, 0.021], [-2.230, 0.314, 1.878], [0.277, -0.091, -1.179], [0.959, -1.192, -0.338], [0.388, -0.095, 0.232], [2.489, -0.139, -1.439], [-2.176, 1.109, -1.866]], "mulliken_charge": [0.26, -0.31, -0.46, -0.43, 0.15, 0.89, 0.16, 0.35, -0.61], "homo_energy_ev": -9.38, "charge": 0}

---

5.
{"formula": "H4NO2PS", "method": "ωB97M-V with the def2-TZVPD basis set", "elements": ["H", "H", "N", "O", "H", "S", "H", "P", "O"], "coordinates": [[-2.269, -1.890, -0.295], [1.667, -0.253, -1.014], [0.952, 0.231, -0.428], [-1.499, -1.646, 0.262], [0.649, 1.051, -0.991], [2.245, 0.833, 0.702], [1.557, 1.206, 1.714], [-1.310, -0.096, 0.573], [-1.993, 0.563, -0.522]], "atomic_forces_ev_per_a": [[0.715, 0.444, 0.117], [-1.336, -0.134, -0.037], [2.084, 0.970, -0.039], [-0.332, -1.586, 0.449], [0.244, -0.662, 0.425], [0.576, -0.507, -1.864], [-1.438, 0.371, 1.377], [0.377, -0.597, 0.721], [-0.890, 1.701, -1.149]], "mulliken_charge": [0.34, 0.30, -0.58, -0.45, 0.34, -0.07, 0.11, 0.54, -0.52], "homo_energy_ev": -9.52, "charge": 0}

---

6.
{"formula": "H4NO2PS", "method": "ωB97M-V with the def2-TZVPD basis set", "elements": ["H", "H", "H", "H", "N", "P", "O", "O", "S"], "coordinates": [[-0.613, -2.204, 0.028], [-0.382, -1.502, 1.543], [1.241, 2.338, -0.193], [1.784, 0.823, -1.378], [-0.304, -1.399, 0.547], [1.738, 1.046, 0.004], [-1.204, -0.059, -1.404], [-1.527, 0.834, 0.910], [-0.732, 0.122, -0.058]], "atomic_forces_ev_per_a": [[-0.246, 0.062, -0.298], [-0.151, 0.180, 0.237], [-0.077, 0.409, -0.010], [0.103, -0.113, -0.323], [-0.120, 0.785, -0.453], [-2.442, -0.960, 0.147], [0.252, -0.131, 0.295], [0.357, -0.292, -0.189], [2.324, 0.059, 0.594]], "mulliken_charge": [0.26, 0.25, 0.09, 0.10, -0.46, -0.01, -0.53, -0.53, 0.82], "homo_energy_ev": -9.78, "charge": 0}

---

7.
{"formula": "H4NO3PS", "method": "ωB97M-V with the def2-TZVPD basis set", "elements": ["H", "N", "O", "H", "P", "O", "S", "H", "H", "O"], "coordinates": [[0.676, -2.779, 0.626], [-0.109, -2.191, 0.878], [1.135, 1.338, -1.264], [-1.603, 0.756, -1.287], [0.046, 1.278, -0.047], [-0.585, -1.405, -0.028], [0.410, 2.631, 1.326], [-0.721, -2.453, 1.642], [2.048, 1.259, -0.985], [-1.297, 1.564, -0.861]], "atomic_forces_ev_per_a": [[-0.016, 0.021, 0.057], [-0.434, 0.484, -0.645], [-0.667, -0.287, -0.206], [-0.179, -0.149, -0.152], [1.013, 0.915, 0.597], [0.342, -0.330, 0.536], [-0.221, -0.636, -0.364], [0.098, 0.026, -0.022], [0.204, 0.034, 0.290], [-0.139, -0.077, -0.092]], "mulliken_charge": [0.26, -0.19, -0.45, 0.34, 0.58, -0.35, -0.35, 0.26, 0.33, -0.44], "homo_energy_ev": [-9.04, -8.09], "charge": 0}

---

8.
{"formula": "H4NOP2", "method": "ωB97M-V with the def2-TZVPD basis set", "elements": ["H", "H", "P", "P", "H", "O", "H", "N"], "coordinates": [[2.043, -0.781, -0.637], [-1.647, 0.477, 1.080], [-1.378, -0.764, 0.481], [1.412, -0.777, 0.536], [-2.197, -0.323, -0.676], [-0.195, -1.484, -0.981], [1.775, 0.462, 1.204], [-0.007, -0.213, -0.390]], "atomic_forces_ev_per_a": [[1.978, 0.400, -1.475], [-0.629, 1.175, 0.929], [-0.891, 0.412, -1.659], [-2.123, 0.138, 1.526], [-0.097, -0.620, 1.143], [0.138, -1.954, -1.991], [0.536, 0.043, -0.626], [1.087, 0.406, 2.152]], "mulliken_charge": [0.00, -0.06, -0.12, -0.05, 0.00, -0.68, -0.02, -0.07], "homo_energy_ev": -2.91, "charge": -1}

---

9.
{"formula": "H4NOPS", "method": "ωB97M-V with the def2-TZVPD basis set", "elements": ["P", "N", "H", "H", "H", "O", "H", "S"], "coordinates": [[-1.395, -0.897, -0.252], [-1.681, -1.881, -1.399], [1.512, 1.290, 2.357], [2.635, 1.757, 1.262], [-0.512, -0.129, -1.997], [-0.310, 0.044, -1.072], [-2.459, -2.547, -1.245], [2.210, 2.363, 2.346]], "atomic_forces_ev_per_a": [[1.279, 0.804, -0.820], [-1.699, -1.287, -0.094], [-1.547, -1.399, 0.845], [0.893, 0.303, -0.962], [0.298, -0.141, -0.451], [-0.591, 0.258, 1.422], [0.724, 0.369, -0.045], [0.642, 1.094, 0.105]], "mulliken_charge": [0.41, -0.51, 0.11, 0.14, 0.38, -0.51, 0.24, -0.25], "homo_energy_ev": -9.73, "charge": 0}

---

10.
{"formula": "H4O2", "method": "ωB97M-V with the def2-TZVPD basis set", "elements": ["O", "H", "H", "H", "O", "H"], "coordinates": [[1.880, -0.083, -0.006], [2.094, 0.823, 0.133], [-2.695, -0.113, -0.072], [-1.331, -0.724, 0.212], [-1.758, 0.110, -0.005], [0.953, -0.204, -0.181]], "atomic_forces_ev_per_a": [[0.691, -1.535, -0.020], [-0.268, 1.045, 0.076], [0.156, 0.087, -0.014], [-0.087, -0.044, 0.069], [-0.065, -0.109, -0.017], [-0.427, 0.556, -0.093]], "mulliken_charge": [-0.64, 0.31, 0.31, 0.32, -0.63, 0.32], "homo_energy_ev": -11.51, "charge": 0}

---

11.
{"formula": "H4O2", "method": "ωB97M-V with the def2-TZVPD basis set", "elements": ["H", "O", "H", "H", "H", "O"], "coordinates": [[1.896, 0.688, 0.107], [1.626, -0.265, -0.174], [0.625, -0.295, -0.205], [-1.412, -0.644, 0.587], [-1.468, 0.719, -0.064], [-1.268, -0.203, -0.252]], "atomic_forces_ev_per_a": [[-1.002, -2.635, -0.790], [-0.332, 2.278, 0.741], [1.441, 0.386, -0.032], [-0.118, -0.247, 0.207], [-0.049, 0.087, -0.112], [0.060, 0.131, -0.013]], "mulliken_charge": [0.31, -0.68, 0.39, 0.35, 0.34, -0.71], "homo_energy_ev": -10.85, "charge": 0}

---

12.
{"formula": "H4O2", "method": "ωB97M-V with the def2-TZVPD basis set", "elements": ["H", "H", "H", "O", "H", "O"], "coordinates": [[-0.065, 0.654, 0.345], [-0.723, -0.781, -1.595], [-0.159, -1.564, -0.251], [0.067, 1.338, 1.048], [0.951, 1.169, 1.330], [-0.072, -0.817, -0.878]], "atomic_forces_ev_per_a": [[0.043, 0.736, 0.579], [0.066, -0.653, 0.692], [-0.528, 0.511, -1.111], [-1.008, -0.647, -0.992], [1.001, -0.019, 0.419], [0.426, 0.071, 0.413]], "mulliken_charge": [0.39, 0.33, 0.35, -0.65, 0.30, -0.71], "homo_energy_ev": -10.87, "charge": 0}

---

Summary of E_tot in hartree
-371.695323, -947.224313, -947.185571, -947.197209, -947.181307, -947.105026, -1022.357446, -814.984316, -871.922055, -152.866883, -152.867982, -152.870383
(order as listed above)
Summary of energy relative to the best compared isomer or geometry (same formula, charge and spin) in kcal per mole
25.9, 27.6, 51.9, 44.6, 54.6, 102.4, 49.5, 101.4, 31.6, 5.1, 4.4, 2.9
(order as listed above)